Formula: C28H36N9O4RuS4
Source: the Open Molecules 2025 dataset
Level of theory: ωB97M-V with the def2-TZVPD basis set

Values from the calculation:
HOMO energy (alpha / beta): -6.10 / -6.05 eV
E_LUMO (alpha / beta): -0.90 / -0.93 eV
expectation value of S²: 0.757
Kohn-Sham gap (alpha / beta): 0.191 / 0.188 hartree
largest force on an atom: 0.0329 hartree/bohr
multiplicity: 2
energy relative to the best compared isomer or geometry (same formula, charge and spin): 6.5 kcal/mol

Positions of all 82 atoms, in Å:
Ru 0.68745 0.11172 0.60061
C -2.66648 -3.48951 3.81050
C -3.23300 -2.07526 3.77548
N -3.01751 -1.41048 2.50237
C -1.82438 -0.88615 2.13556
S -1.72916 -0.23961 0.52662
N -0.87110 -0.89899 3.02451
N 0.31064 -0.31557 2.63235
C 1.26634 -0.39201 3.49948
C 1.18603 -1.24920 4.72131
C 2.43493 0.49285 3.31612
C 3.51702 0.46484 4.18832
C 4.55106 1.36842 4.00629
C 4.46514 2.28574 2.97427
C 3.34856 2.23975 2.15457
N 2.36733 1.36397 2.30731
H -2.78669 -3.92257 4.80507
H -1.60565 -3.47226 3.56238
H -3.17668 -4.13280 3.09250
H -2.76744 -1.46793 4.55121
H -4.30855 -2.08721 3.95631
H -3.70385 -1.50693 1.77550
H 0.36943 -1.95542 4.62288
H 1.02217 -0.65336 5.62308
H 2.12360 -1.79330 4.84188
H 3.54902 -0.24823 4.99854
H 5.41125 1.35399 4.66262
H 5.24458 3.01360 2.79791
H 3.25921 2.92173 1.31633
C 4.61999 -2.61733 1.04092
C 3.22601 -2.12988 0.73274
S 3.06791 -0.45303 0.21740
C 2.15215 -2.91482 0.78552
C 2.21266 -4.37247 1.16099
S 0.55683 -2.27865 0.39864
H 5.32476 -1.78693 1.05311
H 4.96493 -3.33877 0.29474
H 4.65976 -3.11128 2.01544
H 3.00326 -4.88973 0.61316
H 1.26594 -4.86566 0.94320
H 2.41417 -4.49931 2.22920
N 0.42363 7.47699 1.95692
C 0.38681 6.36344 1.68050
C 0.33324 4.96603 1.33241
C -0.43641 4.08410 2.08100
C -0.45830 2.75275 1.71110
N 0.23636 2.28285 0.67231
C 0.96729 3.13645 -0.04775
C 1.04197 4.48716 0.23815
H -1.00095 4.42476 2.93669
H -1.05393 2.02688 2.24946
H 1.51017 2.70855 -0.88193
H 1.64672 5.14671 -0.36756
C -5.53569 -0.59147 -4.48773
C -4.83230 -0.42520 -5.82650
S -3.49849 0.75357 -5.78207
O -3.85967 1.84502 -4.90660
O -3.09488 1.03539 -7.13469
C -2.17717 -0.13182 -4.97693
C -1.00327 0.82546 -4.77234
N -0.15698 0.38004 -3.67161
C -0.26217 0.83453 -2.40488
N 0.63476 0.24655 -1.60943
C 1.34349 -0.61973 -2.39366
C 0.86894 -0.54503 -3.66119
N 1.27046 -1.32691 -4.78606
O 2.22822 -2.05258 -4.63951
O 0.59366 -1.24957 -5.80399
C -1.26894 1.86921 -2.04161
H -6.45371 -1.16161 -4.62252
H -5.78764 0.38076 -4.06916
H -4.91294 -1.12462 -3.76895
H -5.49269 -0.03513 -6.60196
H -4.38859 -1.35286 -6.19107
H -1.89222 -0.97716 -5.60032
H -2.57186 -0.47515 -4.01897
H -1.37140 1.81665 -4.51878
H -0.41341 0.89519 -5.67917
H 2.13425 -1.23469 -2.00386
H -2.25869 1.59629 -2.40959
H -1.00769 2.83561 -2.47993
H -1.32164 1.97058 -0.96519